(1)
C21H34B2CuN6O2 as an isolated structure, computed with the ωB97M-V functional and the def2-TZVPD basis.

## Properties
Spin multiplicity = 2
Frontier orbital gap (spin up / spin down) = 8.73 / 8.15 eV
⟨S²⟩ = 0.75

```
66
Properties=species:S:1:pos:R:3:forces:R:3
Cu 0.094164 0.360190 -0.652928 -0.04 -0.06 -0.03
C -3.306034 0.893259 0.631059 -0.02 0.01 0.03
C -2.133176 1.451855 1.365388 -0.04 -0.01 -0.03
C -2.109211 2.172973 2.566072 0.02 -0.02 0.00
C -0.775353 2.449943 2.799747 0.03 0.03 0.02
C -0.151590 3.185495 3.939013 -0.03 0.01 0.01
N -0.063736 1.922933 1.786827 0.02 -0.02 -0.04
N -0.898645 1.309025 0.906806 -0.02 0.03 0.07
B 1.466297 1.948365 1.539493 0.03 0.00 0.01
N 2.023271 0.501836 1.524945 -0.08 -0.01 -0.13
N 1.626422 -0.375600 0.564436 0.01 0.01 0.07
C 2.230081 -1.528606 0.805142 0.00 -0.02 -0.04
C 1.993381 -2.716808 -0.064596 0.02 -0.01 0.00
C 3.044135 -1.407269 1.940211 -0.01 0.01 0.00
C 2.881135 -0.103757 2.367072 0.00 0.06 0.04
C 3.500185 0.593388 3.532468 0.03 -0.03 0.01
N 1.735226 2.608390 0.164841 -0.05 -0.09 0.01
N 1.191669 2.059047 -0.947772 0.04 0.05 0.02
C 1.544636 2.807281 -1.982028 -0.02 -0.01 -0.03
C 1.096033 2.464429 -3.363772 0.01 0.01 0.00
C 2.337751 3.873798 -1.535315 0.01 -0.03 0.00
C 2.435734 3.707565 -0.166192 0.00 0.03 0.04
C 3.157744 4.539354 0.840124 0.01 0.02 -0.02
H -4.213700 1.019787 1.219897 0.00 0.01 -0.01
H -3.162243 -0.168194 0.435576 0.02 -0.01 0.00
H -3.447707 1.398730 -0.325938 0.01 0.00 0.00
H -2.949070 2.450572 3.180358 0.00 0.00 0.01
H -0.931361 3.518651 4.621694 0.01 0.00 0.01
H 0.403080 4.060054 3.598114 0.00 0.00 -0.01
H 0.541202 2.552371 4.494359 0.00 -0.01 0.00
H 2.001757 2.576410 2.404854 0.00 -0.01 -0.02
H 1.581614 -2.404454 -1.023814 0.01 0.02 0.00
H 1.284967 -3.405091 0.401333 0.00 0.00 0.00
H 2.922635 -3.256867 -0.246666 0.00 -0.01 0.01
H 3.668990 -2.162586 2.386232 0.00 0.00 0.00
H 4.159268 -0.095789 4.057507 0.00 0.01 0.00
H 2.745044 0.946910 4.235244 -0.01 -0.01 0.00
H 4.086271 1.457184 3.217507 0.00 0.00 -0.01
H 0.540518 1.525879 -3.361851 0.00 0.00 0.01
H 1.947796 2.355107 -4.035700 0.00 0.00 0.00
H 0.448524 3.242703 -3.769706 0.00 0.00 0.00
H 2.781222 4.656378 -2.127434 0.01 0.00 0.01
H 3.647087 5.372217 0.338515 0.00 0.00 0.01
H 3.917900 3.959832 1.364901 0.00 -0.01 0.00
H 2.474813 4.942138 1.588648 -0.01 0.00 0.00
C -2.618146 -3.020956 -3.772503 0.00 -0.01 0.00
C -1.724678 -2.939103 -2.549221 -0.03 0.02 -0.01
C -0.603077 -3.963471 -2.652153 0.01 0.00 0.00
O -1.103564 -1.628398 -2.513612 0.00 -0.01 0.04
B -0.999871 -1.236374 -1.191083 0.04 0.01 -0.03
O -1.687354 -2.094939 -0.358581 0.00 0.01 -0.04
C -2.476869 -2.987707 -1.187170 0.04 -0.01 0.02
C -2.514785 -4.353396 -0.528694 -0.02 0.00 0.01
C -3.881418 -2.403731 -1.262374 -0.01 0.01 0.01
H -2.006472 -2.978986 -4.673916 0.01 0.00 0.00
H -3.327915 -2.197112 -3.804666 0.00 0.00 0.00
H -3.171189 -3.962942 -3.781075 0.00 0.00 0.00
H 0.004044 -3.726688 -3.526129 0.00 -0.01 0.00
H -0.995788 -4.974892 -2.765271 0.00 0.00 0.00
H 0.038756 -3.935354 -1.771998 -0.01 0.00 -0.01
H -1.513613 -4.728387 -0.327459 0.01 0.00 0.00
H -3.038780 -5.072115 -1.162648 0.00 0.00 0.00
H -3.048847 -4.283061 0.419148 0.00 0.00 0.00
H -3.874540 -1.418464 -1.730140 0.01 0.00 0.00
H -4.272089 -2.299118 -0.249842 -0.01 0.00 0.00
H -4.552533 -3.053837 -1.825288 0.00 0.00 0.00
```
Forces are in eV/Å.

(2)
C21H34BCl3GeN6S3Zn as an isolated structure in a non-equilibrium geometry, computed with the ωB97M-V functional and the def2-TZVPD basis.

## Properties
Total charge = +1
Spin multiplicity = 2
Frontier orbital gap (spin up / spin down) = 8.56 / 4.36 eV
⟨S²⟩ = 0.77

```
70
Properties=species:S:1:pos:R:3:forces:R:3
Zn -0.214796 1.738115 0.840332 -0.22 -0.72 0.70
C 0.904929 1.730850 -4.939887 -0.06 -0.13 0.11
C -0.534471 1.705708 -4.417299 0.13 0.47 -0.24
C -0.895604 3.004355 -3.687938 0.00 -0.15 0.11
C -1.491613 1.528407 -5.592595 -0.01 -0.13 0.07
N -0.692943 0.537216 -3.488626 -0.40 -0.60 -0.22
C -1.512957 -0.518664 -3.725219 0.03 0.59 -0.29
C -1.372679 -1.400566 -2.690425 0.17 -0.13 0.67
N -0.490825 -0.887648 -1.806864 -0.36 -0.34 -0.78
B -0.062008 -1.715350 -0.557648 0.23 0.16 0.75
N 1.422057 -1.433775 -0.214907 0.11 -0.16 0.17
C 2.403800 -2.011495 -0.994002 0.07 0.00 -0.03
C 3.598621 -1.705276 -0.455391 0.00 -0.11 -0.18
N 3.368187 -0.937864 0.668980 -0.33 0.04 -0.03
C 2.023596 -0.773492 0.804077 -0.01 -0.01 -0.19
S 1.216745 0.113180 2.032030 -0.33 0.53 -0.28
C 4.452977 -0.335186 1.510559 0.18 0.18 0.18
C 4.400313 1.189455 1.376135 -0.06 -0.05 -0.02
C 5.797643 -0.836062 0.990132 -0.05 -0.02 -0.07
C 4.309610 -0.779497 2.967073 -0.07 -0.03 -0.06
N -1.017373 -1.546547 0.654756 -0.43 0.08 -0.15
C -1.015123 -2.521752 1.624146 0.03 -0.11 -0.04
C -2.032626 -2.275026 2.463394 0.07 -0.16 0.08
N -2.687572 -1.138881 2.025606 0.33 0.19 -0.20
C -2.033177 -0.686204 0.922012 0.12 -0.22 -0.01
S -2.320392 0.752757 -0.001915 0.45 0.44 0.29
C -3.979377 -0.756720 2.701572 -0.31 -0.06 0.14
C -4.986015 -1.855141 2.340543 0.09 0.02 -0.02
C -4.565344 0.591087 2.298347 0.22 -0.04 -0.08
C -3.719790 -0.731995 4.208780 0.03 -0.01 0.00
C -0.059083 0.301892 -2.296982 0.81 0.69 0.64
S 1.054449 1.308954 -1.518475 -0.44 -0.16 -0.49
H 1.024693 2.567344 -5.626800 -0.05 0.01 0.00
H 1.133963 0.809218 -5.477757 0.01 0.01 0.00
H 1.617444 1.854609 -4.128716 0.04 0.02 -0.01
H -0.925924 3.817681 -4.411436 0.00 -0.03 -0.03
H -0.162236 3.258665 -2.928425 0.01 0.02 0.04
H -1.878445 2.923479 -3.220101 0.00 0.01 -0.01
H -1.380140 2.382122 -6.257129 0.04 0.02 0.03
H -2.531234 1.500545 -5.262235 -0.01 0.01 -0.05
H -1.262399 0.631934 -6.170685 -0.03 0.01 -0.03
H -2.147875 -0.586918 -4.587717 0.03 -0.01 0.00
H -1.861680 -2.344363 -2.520748 0.05 -0.03 -0.04
H -0.129198 -2.865018 -0.887175 -0.03 -0.05 -0.13
H 2.161755 -2.598767 -1.862771 0.03 -0.03 0.04
H 4.581469 -1.983302 -0.783731 -0.04 0.01 0.04
H 4.447794 1.482521 0.324651 0.02 -0.02 0.01
H 5.256925 1.627157 1.889087 0.01 -0.04 0.01
H 3.496983 1.601649 1.818584 -0.04 0.01 0.00
H 5.982462 -0.509743 -0.034372 0.04 -0.02 0.01
H 5.864470 -1.923601 1.049007 0.06 0.01 -0.02
H 6.585256 -0.419043 1.613972 -0.02 0.02 0.03
H 3.389268 -0.418698 3.414070 -0.06 0.02 0.02
H 5.141362 -0.372138 3.541819 0.02 -0.01 -0.03
H 4.339831 -1.867985 3.044801 0.01 0.01 -0.02
H -0.285797 -3.313021 1.626985 -0.02 0.01 0.02
H -2.336247 -2.819309 3.337495 -0.03 0.02 -0.07
H -5.118254 -1.901186 1.258205 -0.03 -0.01 0.01
H -5.950440 -1.632247 2.795714 0.01 -0.01 0.02
H -4.656347 -2.832792 2.693787 -0.03 0.00 -0.01
H -4.834387 0.623796 1.249137 0.02 0.04 -0.15
H -3.891005 1.411532 2.525647 0.07 0.08 -0.05
H -5.479138 0.728514 2.877989 0.05 -0.04 0.02
H -3.458214 -1.714044 4.601708 -0.02 0.07 0.05
H -4.628360 -0.409640 4.715201 -0.01 -0.01 -0.01
H -2.925036 -0.026208 4.449928 0.03 0.01 0.01
Cl -1.134585 2.240461 3.110063 -0.12 0.08 0.24
Ge 0.177167 4.240467 3.338006 -0.33 -0.06 0.07
Cl 0.490687 3.972291 0.925506 0.11 -0.12 -0.57
Cl 2.016251 3.209201 3.918133 0.23 -0.09 0.04
```
Forces are in eV/Å.

(3)
C21H34BIrN7OS4 as an isolated structure in a non-equilibrium geometry, computed with the ωB97M-V functional and the def2-TZVPD basis.

## Properties
Total charge = +1
Frontier orbital gap (spin up / spin down) = 5.21 / 5.21 eV

```
69
Properties=species:S:1:pos:R:3:forces:R:3
Ir -1.042864 1.756803 -0.573503 1.26 -0.63 0.65
C -1.936181 -1.363657 3.757971 0.01 0.03 0.03
C -1.976878 -2.248455 2.515026 0.13 0.05 -0.09
C -1.771483 -3.722388 2.873114 0.03 0.01 -0.01
C -3.326766 -2.114933 1.821541 0.00 -0.06 -0.02
N -0.819627 -1.824364 1.635498 0.07 -0.15 0.07
C 0.491626 -2.119776 2.007456 -0.26 0.07 -0.07
C 1.306362 -1.584133 1.081711 -0.11 -0.05 -0.18
N 0.514024 -0.958548 0.130467 0.19 -0.36 0.29
B 1.137554 -0.321160 -1.131757 0.50 -0.21 0.39
N 0.450568 -0.585213 -2.448216 0.28 -0.84 0.41
C 0.743324 -1.762387 -3.099206 0.08 -0.42 -0.04
C 0.099203 -1.749013 -4.275098 0.05 0.00 -0.10
N -0.585129 -0.550258 -4.359452 -0.04 -0.01 -0.29
C -0.339226 0.138644 -3.220772 -0.84 0.26 -0.72
S -0.923685 1.690886 -2.816702 -0.83 0.60 -1.18
C -1.313687 -0.203294 -5.641456 0.08 -0.09 0.10
C -2.128117 1.080012 -5.562358 -0.05 0.04 0.02
C -0.246965 -0.057143 -6.728460 -0.02 0.00 -0.01
C -2.270137 -1.360345 -5.950163 0.00 0.06 0.02
N 1.809942 1.476901 0.497598 0.89 0.08 -1.49
C 3.165598 1.368726 0.795009 -0.10 -0.11 -0.42
C 3.285808 1.674708 2.090319 0.23 -0.11 0.26
N 2.024053 1.944828 2.597175 0.13 0.18 0.26
C 1.126380 1.851553 1.601102 0.24 -0.27 -0.38
S -0.518560 2.128702 1.643031 -1.58 0.45 0.52
C 1.767386 2.449693 3.998873 -0.01 -0.03 -0.04
C 0.584976 1.712118 4.627036 -0.03 -0.06 0.03
C 3.006441 2.172476 4.844952 0.13 -0.01 -0.03
C 1.522457 3.953492 3.916881 -0.04 0.00 0.02
C -0.771461 -1.090204 0.501447 0.02 0.07 0.27
S -2.036322 -0.295133 -0.373814 -0.18 0.38 -0.13
H -2.756824 -1.632635 4.424809 0.03 0.01 -0.02
H -2.042978 -0.312651 3.479996 0.01 -0.03 0.01
H -0.999179 -1.488280 4.305946 -0.04 0.00 -0.02
H -2.625333 -4.057861 3.461436 0.02 0.01 -0.02
H -0.879525 -3.896355 3.473540 -0.01 0.01 0.00
H -1.713629 -4.336416 1.972515 -0.01 0.02 0.03
H -4.067647 -2.585564 2.471309 0.04 0.03 -0.06
H -3.345640 -2.635346 0.862137 0.01 0.02 0.02
H -3.618284 -1.081480 1.671540 0.00 0.05 -0.02
H 0.725205 -2.695809 2.883792 -0.02 0.02 -0.04
H 2.379449 -1.626088 0.989286 -0.10 0.02 0.00
H 2.190191 -0.894524 -1.225596 0.33 0.42 0.12
H 1.401068 -2.500040 -2.669164 -0.09 0.07 -0.05
H 0.089116 -2.475909 -5.064339 0.00 0.01 0.00
H -1.506500 1.963688 -5.433436 -0.02 -0.04 0.01
H -2.875247 1.051265 -4.769533 0.06 0.00 -0.05
H -2.648170 1.173903 -6.517046 0.01 0.00 0.02
H 0.477566 0.711113 -6.453214 -0.03 -0.01 0.00
H -0.724818 0.238530 -7.663696 0.02 -0.02 0.03
H 0.288486 -0.991178 -6.905007 -0.01 0.02 0.02
H -2.959605 -1.522835 -5.119814 0.02 0.02 -0.03
H -1.752553 -2.294118 -6.162748 0.03 -0.01 0.02
H -2.854390 -1.105325 -6.834767 0.03 -0.01 0.03
H 3.887664 1.082546 0.050985 -0.01 0.01 0.03
H 4.170069 1.703237 2.697792 -0.03 0.01 0.00
H 0.707592 0.628576 4.538809 0.00 0.08 -0.01
H -0.369878 1.997134 4.192032 0.09 -0.04 0.04
H 0.560727 1.965976 5.687733 -0.02 -0.02 -0.04
H 3.329475 1.132280 4.768669 -0.04 0.02 0.04
H 2.751357 2.363559 5.885612 0.03 0.03 -0.01
H 3.839635 2.830443 4.590584 -0.02 -0.06 -0.04
H 0.644398 4.175946 3.313610 -0.04 0.02 -0.02
H 2.387259 4.462360 3.485842 -0.03 -0.02 0.03
H 1.355148 4.347783 4.920615 0.01 -0.02 -0.04
O 2.278245 1.381262 -3.187150 -0.07 0.00 -0.07
S 1.928282 2.203507 -2.025886 0.82 0.72 -0.03
N 1.320652 1.230169 -0.852442 -1.18 -0.24 2.02
```
Forces are in eV/Å.

(4)
C21H34BN7ORe as an isolated structure in a non-equilibrium geometry, computed with the ωB97M-V functional and the def2-TZVPD basis.

## Properties
Total charge = +2
Spin multiplicity = 2
Frontier orbital gap (spin up / spin down) = 6.88 / 7.03 eV
Energy relative to the best compared isomer or geometry (same formula, charge and spin) = 23.4 kcal/mol
⟨S²⟩ = 0.77

```
65
Properties=species:S:1:pos:R:3:forces:R:3
Re 0.032951 -0.158407 -0.426212 -0.35 1.05 -0.70
C -3.284494 2.296557 2.396718 0.10 0.05 -0.01
C -1.911724 2.470369 1.726295 -0.06 -0.05 -0.09
C -2.072594 2.494438 0.211453 0.05 0.04 0.13
C -0.986027 1.406920 2.247383 -0.04 -0.15 0.20
C -0.700888 1.161086 3.591201 0.09 0.05 -0.06
C 0.127113 0.056093 3.614500 -0.12 0.12 -0.05
N 0.349755 -0.347661 2.360399 0.22 -0.07 0.23
N -0.329864 0.484941 1.506944 -0.31 0.20 -0.33
B 1.184192 -1.573753 1.864463 0.04 0.33 -0.21
N 2.271283 -0.961059 0.908096 0.30 -0.45 0.18
C 3.598513 -1.031842 1.064821 0.04 0.26 -0.02
C 4.167566 0.106665 0.535887 -0.08 -0.12 -0.18
C 3.111339 0.890734 0.052792 0.31 -0.13 0.07
N 1.969815 0.191451 0.231099 -0.28 -0.64 -0.16
C 3.254934 2.349977 -0.287746 -0.14 0.17 0.08
C 1.986990 3.047569 -0.776363 0.25 -0.07 -0.01
C 3.747198 3.052167 0.997576 0.03 0.00 -0.12
N 0.195862 -2.493524 1.105236 -0.11 -0.63 0.41
C -0.099284 -3.790981 1.239756 -0.08 0.14 -0.08
C -1.287167 -4.054073 0.566638 -0.02 0.21 -0.22
C -1.685939 -2.834553 0.021786 -0.16 -0.55 0.23
N -0.791814 -1.906785 0.381078 1.27 0.66 -0.88
C -2.923230 -2.431908 -0.707258 0.03 0.14 -0.16
C -3.589318 -3.600707 -1.432054 0.07 0.13 -0.02
C -2.609548 -1.277554 -1.663118 -0.08 -0.47 -0.06
H -3.960428 3.085975 2.071226 0.00 0.00 0.00
H -3.207510 2.343268 3.481085 -0.04 -0.01 0.01
H -3.718140 1.332909 2.122413 -0.03 0.01 0.02
H -1.494256 3.429581 2.046475 0.01 -0.01 0.02
H -2.538660 1.570601 -0.135552 0.01 -0.04 -0.09
H -1.121277 2.647805 -0.303205 -0.03 -0.03 -0.05
H -2.731998 3.313531 -0.073112 0.01 0.01 0.01
H -1.041489 1.728398 4.439692 -0.04 -0.02 -0.01
H 0.560096 -0.468984 4.450443 0.03 -0.03 -0.04
H 1.704561 -2.137027 2.767506 0.01 -0.10 0.04
H 4.054322 -1.870762 1.565327 -0.05 0.04 0.10
H 5.214073 0.358070 0.516498 -0.02 0.05 0.05
H 4.040891 2.450679 -1.039003 -0.01 -0.05 -0.03
H 1.102295 2.647742 -0.270507 -0.02 0.09 0.02
H 1.868683 2.964303 -1.854396 0.00 0.02 0.04
H 2.041050 4.108861 -0.541513 -0.01 0.01 0.00
H 2.968204 3.029693 1.762598 0.02 -0.02 0.02
H 3.976979 4.092974 0.772194 -0.03 0.00 0.00
H 4.646514 2.590225 1.398017 -0.01 -0.01 0.03
H 0.534285 -4.454953 1.805769 0.00 0.07 0.07
H -1.793324 -4.999090 0.475689 0.00 0.00 0.07
H -3.612695 -2.067689 0.062659 -0.01 0.03 -0.05
H -2.892771 -4.081664 -2.120349 -0.01 -0.01 -0.01
H -4.441764 -3.239640 -2.005396 -0.04 -0.05 0.01
H -3.951760 -4.344808 -0.724596 0.01 -0.01 -0.02
H -2.054166 -1.634100 -2.532096 0.01 0.08 0.08
H -2.007965 -0.492233 -1.154684 -0.19 0.33 0.04
H -3.520954 -0.792382 -2.006903 0.05 0.17 0.06
N 0.931067 -2.075629 -4.136841 -0.02 -0.20 0.05
C 0.792179 -1.221301 -3.145905 0.16 0.26 -0.20
O 0.460856 -1.611781 -1.996078 -0.11 0.24 0.70
C 1.015148 0.240215 -3.321088 -0.06 0.17 0.04
C 0.100420 0.947980 -2.319626 -0.44 -1.18 0.37
H 0.797032 -3.063113 -3.975076 0.01 -0.02 0.04
H 1.206898 -1.788576 -5.061483 0.02 0.12 0.01
H 0.836339 0.576319 -4.343958 0.03 -0.06 -0.03
H 2.065691 0.443126 -3.090952 0.03 -0.05 -0.01
H -0.934396 0.902972 -2.678185 0.05 0.08 0.03
H 0.380350 1.992344 -2.238459 -0.22 -0.10 0.41
```
Forces are in eV/Å.